(1)
{"formula": "C2H2FLiOYb", "method": "ωB97M-V/def2-TZVPD", "gap_ev": 6.64, "mol_weight_g_mol": 241.0, "charge": 2, "fmax_ha_per_bohr": 0.0172, "de_lowest_kj_mol": 14.3, "species": ["C", "F", "H", "C", "O", "Yb", "Li", "H"], "positions_angstrom": [[-0.121, -1.987, -0.142], [-0.744, -1.732, -1.242], [0.692, -2.704, -0.356], [0.196, 1.335, 0.848], [0.432, 1.212, -0.368], [-0.647, -0.729, 2.009], [0.049, 2.218, -1.966], [0.143, 2.387, 1.216]], "mulliken_charge": [-0.0711, -0.0605, 0.2630, -0.3182, -0.6071, 1.5267, 0.9535, 0.3136]}

---

(2)
{"formula": "C2H2FN", "method": "ωB97M-V/def2-TZVPD", "gap_ev": [9.58, 9.58], "mol_weight_g_mol": 59.0, "charge": 0, "fmax_ha_per_bohr": 0.1778, "smiles": "C=C=NF", "de_lowest_kj_mol": 577.8, "species": ["C", "C", "N", "F", "H", "H"], "positions_angstrom": [[0.317, -0.193, 0.043], [1.860, 0.151, -0.057], [3.263, 0.520, -0.080], [4.062, -0.545, 0.045], [-0.427, -0.038, -0.747], [0.334, -0.336, 1.106]], "mulliken_charge": [-0.5097, 0.2699, -0.2111, -0.1008, 0.3032, 0.2485]}

---

(3)
{"formula": "C2H2FN3", "method": "ωB97M-V/def2-TZVPD", "gap_ev": [9.09, 9.09], "mol_weight_g_mol": 87.1, "charge": 0, "fmax_ha_per_bohr": 0.0327, "de_lowest_kj_mol": 402.0, "species": ["C", "C", "N", "N", "N", "F", "H", "H"], "positions_angstrom": [[-0.689, 0.772, 2.363], [-0.504, -1.069, -1.082], [-0.515, -0.178, 2.960], [0.508, -0.429, -1.216], [1.626, 0.045, -1.128], [-1.705, -0.743, -1.588], [-0.785, 1.607, 1.721], [2.064, -0.006, -2.030]], "mulliken_charge": [0.0567, 0.0810, -0.3237, 0.5605, -0.7289, -0.1654, 0.2669, 0.2528]}

---

Question: The highest charge belongs to which entry?
Answer: C2H2FLiOYb